Entry 1:
The following is a DFT calculation (ωB97M-V with the def2-TZVPD basis set) of a cluster of 2 separate species, C3H3ClS in total in a non-equilibrium geometry.

Geometry as XYZ:
```
8
Properties=species:S:1:pos:R:3:forces:R:3
C 2.81447 -0.55700 -0.37176 0.86 -0.10 -0.65
C 2.09916 -0.16869 0.49153 -0.13 0.59 0.97
C -2.68585 0.31672 -0.09695 -1.30 -0.49 0.03
S -1.52646 1.44368 -0.13233 2.18 1.64 -0.04
Cl -2.35111 -1.33260 -0.01610 -0.15 -0.51 0.00
H 3.59330 -0.77420 -1.05908 -0.21 -0.31 -0.30
H -3.65700 0.76914 -0.17646 -0.70 -0.65 0.01
H 1.71350 0.30295 1.36114 -0.55 -0.17 -0.01
```
Forces are in eV/Å.

Output
M: 106.58 Da
ΔE to the lowest compared entry with this formula, charge and spin: 141.46 kJ/mol
E_HOMO (alpha / beta): -7.1434 / -10.3210 eV
lowest unoccupied orbital energy (alpha / beta): 1.0 / -2.7 eV
2S+1: 3
total energy: -26511.7615 eV
<S²>: 2.0057
gap between HOMO and LUMO (alpha / beta): 8.13 / 7.67 eV
F_max: 2.7 eV/A


Entry 2:
The following is a DFT calculation (ωB97M-V with the def2-TZVPD basis set) of a structure of composition C14H33F6N3O9S2 in a non-equilibrium geometry.

Geometry as XYZ:
```
67
Properties=species:S:1:pos:R:3:forces:R:3
O 1.00744 0.09689 0.59978 0.52 0.80 -0.29
H 0.81171 -0.79178 0.29390 -0.26 -1.60 0.14
H 0.51549 0.35983 1.38110 -0.62 -0.26 1.85
H 0.65185 0.70102 -0.05610 0.03 1.01 -1.50
C 1.79388 2.95582 4.02551 -1.64 -0.29 1.25
F 2.03163 3.70890 2.91518 0.13 -1.21 1.44
F 2.37158 1.75271 4.01214 -0.34 -0.12 -1.60
F 2.27085 3.46880 5.14513 0.42 1.50 -0.43
S -0.16801 2.90730 4.45097 -0.55 0.37 0.17
O -0.19462 2.96192 5.94551 0.10 -0.27 -4.08
O -0.76406 4.01129 3.66520 1.33 -2.12 1.41
N -0.67224 1.32854 3.71523 4.13 3.98 -0.50
S -1.83863 0.87753 4.55324 -3.99 -2.90 2.43
O -1.56080 0.54636 5.92725 0.11 -0.27 -0.43
O -3.07526 1.57885 4.32512 0.15 -0.06 -0.23
C -2.09987 -0.82272 3.66418 -1.28 0.94 0.02
F -0.97588 -1.52583 3.58942 0.08 -0.34 0.04
F -3.09156 -1.60819 4.20115 1.43 1.07 -0.46
F -2.48749 -0.52772 2.38583 0.24 -0.45 0.37
C 3.10103 -3.42454 2.64860 -0.29 -0.34 -0.96
O 2.55208 -3.20031 1.36276 -0.22 1.78 -1.42
C 2.12355 -4.36964 0.72994 -0.34 -0.74 -0.44
C 1.32252 -4.30910 -0.60612 1.09 0.86 0.89
N 0.09281 -3.63001 -0.39602 -2.17 0.90 -0.94
C -0.76342 -3.52030 -1.66527 1.20 -0.73 1.66
C -1.35248 -4.91331 -2.03022 -0.32 2.57 -0.56
O -2.22005 -5.14917 -0.94454 0.18 -0.28 -0.26
C -3.05992 -6.24058 -1.18981 -0.08 -1.15 0.71
H 3.36421 -2.46915 3.10254 -0.27 -0.09 -0.05
H 4.00931 -4.00661 2.49259 0.09 -0.30 0.56
H 2.31453 -3.96101 3.17936 0.43 -0.09 0.77
H 1.45231 -4.83841 1.44951 -0.04 -0.74 0.04
H 2.97771 -5.00323 0.49103 0.23 -0.35 0.38
H 1.14579 -5.34368 -0.90024 0.46 -0.30 -0.15
H 1.85784 -3.77402 -1.39049 0.37 -0.19 -0.07
H -0.45122 -4.25164 0.18511 -0.36 0.28 0.61
H -0.10084 -2.99537 -2.35341 -0.33 -0.40 -0.61
H -1.62186 -2.89381 -1.42305 0.12 0.08 -0.05
H -0.59829 -5.65134 -2.30340 -0.04 -0.45 0.58
H -1.99386 -4.76072 -2.89823 0.09 -0.13 -0.47
H -3.80937 -6.30270 -0.40077 0.16 0.13 0.08
H -2.44289 -7.13838 -1.15328 -0.13 -0.40 -0.01
H -3.60096 -6.27062 -2.13558 0.16 0.62 -0.33
C 3.34062 0.85025 -2.95365 -0.90 0.50 -0.31
O 2.26023 1.63708 -2.44731 0.50 -1.12 0.78
C 1.64924 2.47945 -3.37518 0.78 0.33 0.03
C 0.74419 3.38523 -2.63630 1.58 1.78 1.23
N -0.38848 2.69652 -2.12479 -2.41 0.90 0.39
C -1.36264 3.68063 -1.47904 -0.80 0.42 -0.97
C -2.21283 4.52246 -2.52954 0.42 0.75 0.37
O -1.78656 5.90389 -2.75833 0.42 -2.56 0.31
C -1.95470 6.69310 -1.59798 0.31 1.31 -0.87
H 4.19111 1.47285 -3.23141 0.15 0.12 0.14
H 2.97871 0.37117 -3.86338 0.23 -0.48 -0.06
H 3.62218 0.12820 -2.18719 -0.02 0.06 -0.15
H 1.06688 1.96518 -4.13970 0.06 -0.52 -0.25
H 2.42186 3.07092 -3.86643 0.07 0.14 -0.30
H 0.61938 4.28424 -3.23988 -0.95 0.06 -0.44
H 1.23148 3.80893 -1.75816 0.66 -0.12 0.04
H -0.82083 2.45748 -3.00572 -0.91 -0.88 0.11
H -0.84903 4.32809 -0.76835 0.40 0.09 -0.35
H -2.12826 3.23799 -0.84184 0.28 -0.91 -0.17
H -3.28074 4.61545 -2.33204 -0.11 -0.31 0.99
H -2.26256 3.94057 -3.44988 0.68 0.42 -0.51
H -2.97310 7.08158 -1.59281 -0.11 0.06 0.32
H -1.25153 7.50042 -1.80268 -0.28 0.42 0.32
H -1.67919 6.32642 -0.60916 -0.06 -0.77 -0.19
```
Forces are in eV/Å.

Output
M: 565.55 Da
ΔE to the lowest compared entry with this formula, charge and spin: 315.34 kJ/mol
E_HOMO: -8.7819 eV
lowest unoccupied orbital energy: -0.9 eV
total energy: -75917.0978 eV
gap between HOMO and LUMO: 7.91 eV
F_max: 5.8 eV/A


Entry 3:
The following is a DFT calculation (ωB97M-V with the def2-TZVPD basis set) of a structure of composition C32H49IrN9O6PS in a non-equilibrium geometry.

Geometry as XYZ:
```
99
Properties=species:S:1:pos:R:3:forces:R:3
Ir -1.34363 -0.26921 0.55733 -0.09 0.66 -0.85
C -4.19384 2.80825 1.46842 0.00 -0.03 -0.05
C -3.17726 1.71708 1.61148 0.04 0.07 -0.07
O -2.72685 1.23349 0.54462 -0.21 -0.19 0.02
C -2.79258 1.36987 2.95064 -0.07 0.03 0.01
C -1.87715 0.44980 3.40341 0.07 -0.11 -0.01
C -1.62044 0.25511 4.86146 0.00 0.01 0.02
N -1.17856 -0.31548 2.52512 0.04 0.17 -0.14
N -0.36239 -1.23293 3.02292 -0.11 0.06 0.04
C 0.20967 -1.97097 2.05178 0.07 0.04 0.06
O -0.08605 -1.83395 0.82075 -0.04 0.04 -0.05
C 1.19697 -2.98111 2.44380 0.02 -0.04 -0.06
C 1.82183 -3.73731 1.45212 -0.01 0.00 0.01
C 2.78064 -4.67183 1.79845 0.00 -0.01 0.00
C 3.12058 -4.85456 3.13307 0.00 0.01 0.01
C 2.50240 -4.10155 4.12254 0.01 0.00 -0.01
C 1.54256 -3.16405 3.78230 -0.03 0.01 -0.02
H -4.47026 2.92521 0.42477 0.00 0.01 -0.01
H -3.77359 3.74449 1.84203 0.01 0.00 0.00
H -5.07672 2.58753 2.06871 -0.01 -0.01 0.00
H -3.30785 1.93498 3.71571 0.00 0.00 0.00
H -2.24649 0.91793 5.45176 -0.01 0.01 0.00
H -0.57029 0.45361 5.07933 -0.01 -0.02 0.01
H -1.81089 -0.77993 5.14534 0.00 0.01 0.00
H 1.55748 -3.57861 0.41529 0.00 0.01 0.00
H 3.26837 -5.25656 1.03021 0.00 0.00 0.00
H 3.87238 -5.58459 3.40199 0.00 0.00 0.00
H 2.77151 -4.24518 5.16000 0.00 0.00 0.01
H 1.05743 -2.56895 4.54249 -0.01 0.00 0.01
N 1.52803 -5.72332 -4.64189 0.06 0.03 -0.01
C 0.87215 -4.58539 -4.24112 -0.03 -0.01 -0.01
C 0.83876 -4.21810 -2.88997 0.00 -0.01 0.01
C 0.21040 -3.05470 -2.49422 0.06 0.03 -0.02
C -0.40273 -2.24329 -3.43933 0.00 0.02 0.00
C -0.38460 -2.59603 -4.78320 -0.04 -0.04 0.01
C 0.25098 -3.75341 -5.18088 0.00 0.00 0.00
S -1.13774 -0.71461 -2.99644 0.18 -0.33 -0.01
O -0.12714 0.30165 -2.90651 0.26 -0.16 -0.05
O -2.27638 -0.49168 -3.83617 0.02 0.02 -0.06
N -1.62190 -0.94692 -1.44300 -0.37 0.29 0.15
C -2.57844 -1.81326 -1.07255 -0.19 -0.08 0.19
N -2.76819 -1.62476 0.27440 0.41 -0.40 0.05
C -3.59823 -2.40704 0.95409 -0.07 0.04 -0.03
C -4.31989 -3.36042 0.27064 0.01 0.00 -0.07
C -4.08383 -3.47501 -1.10247 -0.03 -0.01 0.07
N -3.21960 -2.73199 -1.77962 0.02 0.08 -0.01
H 1.76283 -6.41370 -3.95130 -0.03 0.00 -0.01
H 1.35698 -6.07529 -5.56713 -0.01 -0.01 0.02
H 1.30819 -4.85835 -2.15230 0.00 0.00 0.00
H 0.18871 -2.77985 -1.44697 0.00 0.00 0.01
H -0.88157 -1.96833 -5.51026 -0.01 0.01 -0.01
H 0.26611 -4.02775 -6.22821 0.00 0.00 -0.01
H -3.67165 -2.24734 2.02205 -0.01 -0.01 0.01
H -5.02282 -4.00215 0.77698 -0.01 0.00 0.01
H -4.61578 -4.22081 -1.68210 0.00 -0.01 0.00
C 1.71708 1.26610 3.27791 0.13 0.07 0.01
C 2.38466 1.09918 1.93043 0.05 -0.05 0.12
O 1.77985 0.00894 1.27067 0.10 -0.23 0.13
C 2.31459 -0.28748 -0.01276 0.06 0.02 0.02
C 3.73974 -0.80851 0.02895 0.02 0.02 -0.03
H 2.19522 2.07041 3.83900 0.00 0.00 0.00
H 1.79638 0.34527 3.85769 -0.01 0.01 -0.01
H 0.66427 1.51561 3.15504 -0.07 0.04 -0.03
H 3.45718 0.92122 2.07144 -0.02 0.01 -0.04
H 2.26398 2.00241 1.32808 -0.02 0.08 -0.03
H 2.22123 0.59018 -0.65335 0.03 0.13 -0.10
H 1.65707 -1.04567 -0.43430 -0.01 0.00 0.00
H 4.46584 -0.03668 0.28719 -0.01 -0.01 0.01
H 4.01013 -1.19714 -0.95444 0.01 0.01 0.00
H 3.82486 -1.62159 0.75203 0.01 0.00 0.01
C 2.84384 3.35623 -0.88272 0.05 0.05 0.08
N 1.59119 3.07369 -1.56409 0.04 -0.22 0.03
C 1.79485 2.70221 -2.96236 -0.05 0.04 0.02
P 0.14401 2.88493 -0.79591 -0.21 0.32 -0.24
O -0.20610 1.61507 -0.07803 0.25 -0.44 0.25
N -0.95118 3.23415 -1.97847 -0.03 -0.11 0.31
C -2.00883 2.35872 -2.44680 -0.23 0.23 -0.02
C -0.98950 4.56927 -2.55101 0.12 0.01 -0.08
N 0.22831 4.09859 0.33466 0.00 -0.16 0.09
C -0.57929 4.04115 1.53949 0.02 0.00 -0.02
C 0.82711 5.40126 0.10741 -0.05 0.11 -0.05
H 3.46959 2.46656 -0.78751 0.02 -0.08 -0.02
H 2.66616 3.76602 0.10820 0.06 -0.10 -0.02
H 3.40387 4.09501 -1.46192 0.00 0.02 0.00
H 2.41853 1.81072 -3.04198 0.04 -0.05 0.01
H 2.29149 3.52579 -3.48399 0.00 -0.02 0.02
H 0.84865 2.48582 -3.44094 -0.07 -0.01 -0.04
H -1.97053 1.41817 -1.92770 -0.13 0.02 0.20
H -1.89513 2.16157 -3.51537 -0.03 0.02 0.06
H -2.98989 2.81404 -2.27801 0.00 0.04 0.03
H -1.67535 5.23184 -2.01361 -0.01 0.00 0.01
H -1.32256 4.50464 -3.58858 0.01 -0.01 0.01
H 0.00176 5.01950 -2.55789 0.01 0.05 0.02
H -1.00094 3.04674 1.65506 0.06 0.01 0.02
H -1.39058 4.77873 1.50784 0.00 -0.02 -0.01
H 0.03463 4.25684 2.41816 0.02 0.01 0.02
H 1.36286 5.42204 -0.83811 -0.06 0.05 0.05
H 1.53698 5.63389 0.90648 -0.01 0.03 0.03
H 0.06427 6.18586 0.09370 0.00 0.00 -0.02
```
Forces are in eV/Å.

Output
M: 911.06 Da
ΔE to the lowest compared entry with this formula, charge and spin: 64.26 kJ/mol
charge: +1
E_HOMO (alpha / beta): -10.1403 / -10.1404 eV
lowest unoccupied orbital energy (alpha / beta): -2.7 / -4.8 eV
2S+1: 2
total energy: -82634.6253 eV
<S²>: 0.7721
gap between HOMO and LUMO (alpha / beta): 7.40 / 5.30 eV
F_max: 1.1 eV/A